(1)
Below is an isolated ion of composition C8H10N3O2 and charge +1, with properties calculated with ωB97M-V with the def2-TZVPD basis set.

Properties
SMILES	COC(=O)C1=[N+](C)/N=C\C=C/N=C\1
HOMO energy (alpha / beta)	-13.042 / -13.041	eV
lowest unoccupied orbital energy (alpha / beta)	-5.7 / -5.7	eV
net charge	+1
energy above the lowest of the compared OMol25 structures with the same formula, charge and spin	6.955	eV
electronic energy	-625.13087	Eh

CARTESIAN COORDINATES (ANGSTROEM)
C  -1.367  -0.713  -3.762
O  -1.113  0.044  -2.553
C  0.006  -0.164  -1.881
O  1.012  -0.619  -2.418
C  -0.055  0.206  -0.457
N  1.000  0.214  0.394
C  2.350  -0.153  -0.090
N  0.856  0.755  1.514
C  0.879  0.714  2.797
C  -0.257  0.350  3.579
C  -1.441  0.417  2.723
N  -1.279  0.222  1.492
C  -1.249  0.082  0.267
H  -2.360  -0.266  -4.221
H  -1.392  -1.780  -3.387
H  -0.477  -0.656  -4.522
H  2.847  0.787  -0.389
H  2.812  -0.562  0.800
H  2.216  -0.732  -0.886
H  1.788  0.936  3.450
H  -0.252  0.440  4.586
H  -2.396  0.838  3.147
H  -2.129  -0.361  -0.182



(2)
Below is C49H49GeN6O2PtS3 as an isolated structure, with properties calculated with ωB97M-V with the def2-TZVPD basis set.

Properties
HOMO energy (alpha / beta)	-6.063 / -6.025	eV
lowest unoccupied orbital energy (alpha / beta)	-0.8 / -0.8	eV
multiplicity	2
energy above the lowest of the compared OMol25 structures with the same formula, charge and spin	3.862	eV
electronic energy	-5766.22589	Eh

CARTESIAN COORDINATES (ANGSTROEM)
Pt  -0.845  0.124  -0.655
N  5.673  -4.056  3.288
C  4.934  -3.702  2.170
C  5.157  -2.527  1.543
C  4.451  -1.970  0.416
C  3.469  -2.445  -0.362
C  3.201  -4.786  0.677
C  3.967  -4.721  1.763
S  1.302  -1.722  -2.084
O  1.087  -2.862  -2.922
O  1.190  -0.388  -2.713
N  0.455  -1.670  -0.710
C  -0.522  -2.642  -0.453
N  -0.214  -3.929  -0.351
C  -1.236  -4.764  -0.183
C  -2.550  -4.337  -0.091
C  -2.753  -2.967  -0.120
N  -1.740  -2.128  -0.275
H  6.150  -3.322  3.781
H  5.324  -4.799  3.865
H  5.913  -1.886  1.985
H  4.750  -0.944  0.196
H  2.587  -5.679  0.592
H  3.889  -5.565  2.444
H  -0.983  -5.816  -0.111
H  -3.369  -5.031  0.023
H  -3.734  -2.518  -0.001
C  -1.812  -0.801  2.536
C  -2.898  0.279  2.582
C  -2.244  1.632  2.841
C  -3.876  0.126  1.403
C  -5.051  -0.550  1.736
C  -6.001  -0.881  0.788
C  -5.751  -0.578  -0.538
C  -4.594  0.087  -0.941
C  -4.433  0.221  -2.460
C  -3.410  -0.764  -3.027
C  -4.165  1.617  -3.021
C  -3.662  0.497  0.048
N  -2.521  1.267  -0.296
H  -1.234  -0.782  3.464
H  -1.129  -0.624  1.702
H  -2.245  -1.798  2.421
H  -3.506  0.064  3.467
H  -1.545  1.887  2.045
H  -1.692  1.576  3.785
H  -2.975  2.425  2.933
H  -5.221  -0.816  2.773
H  -6.912  -1.391  1.075
H  -6.476  -0.865  -1.292
H  -5.404  -0.089  -2.858
H  -2.407  -0.545  -2.655
H  -3.384  -0.686  -4.117
H  -3.657  -1.794  -2.765
H  -3.108  1.872  -2.957
H  -4.728  2.389  -2.499
H  -4.453  1.635  -4.075
S  -2.702  2.913  -0.657
C  -3.688  3.745  0.563
C  -3.183  4.928  1.102
C  -3.947  5.693  1.971
C  -5.221  5.274  2.329
C  -5.732  4.102  1.787
C  -4.984  3.350  0.894
H  -2.177  5.235  0.844
H  -3.539  6.607  2.384
H  -5.812  5.858  3.021
H  -6.732  3.777  2.046
H  -5.407  2.454  0.460
S  0.543  4.639  -0.420
C  0.307  4.105  -2.029
C  0.216  2.758  -2.057
N  0.374  2.146  -0.833
C  0.535  3.025  0.116
H  0.213  4.799  -2.846
H  0.014  2.143  -2.920
H  0.637  2.766  1.157
C  4.322  -3.922  -2.747
C  4.481  -2.508  -3.102
C  3.908  -1.423  -2.577
C  2.950  -1.497  -1.415
C  3.044  -3.876  -0.510
C  3.717  -4.507  -1.711
Ge  2.379  0.308  -0.698
C  3.378  1.686  -1.646
C  3.120  1.958  -2.992
C  3.809  2.966  -3.648
C  4.754  3.723  -2.970
C  5.029  3.452  -1.640
C  4.342  2.442  -0.979
C  2.383  0.377  1.250
C  1.863  -0.705  1.964
C  1.768  -0.652  3.345
C  2.174  0.485  4.030
C  2.666  1.576  3.330
C  2.752  1.529  1.945
H  4.743  -4.597  -3.484
H  5.133  -2.338  -3.952
H  4.120  -0.457  -3.016
H  1.971  -3.912  -0.734
H  3.684  -5.593  -1.713
H  2.386  1.371  -3.526
H  3.604  3.163  -4.693
H  5.286  4.515  -3.483
H  5.778  4.027  -1.111
H  4.597  2.225  0.050
H  1.530  -1.587  1.436
H  1.372  -1.501  3.887
H  2.095  0.525  5.109
H  2.976  2.468  3.859
H  3.113  2.401  1.418



(3)
Below is a 3-piece molecular cluster, C4H14O2 overall, with properties calculated with ωB97M-V with the def2-TZVPD basis set.

Properties
SMILES	CCCC.O.O
HOMO energy	-10.797	eV
lowest unoccupied orbital energy	0.8	eV
energy above the lowest of the compared OMol25 structures with the same formula, charge and spin	1.651	eV
electronic energy	-311.21931	Eh

CARTESIAN COORDINATES (ANGSTROEM)
C  1.610  1.830  -3.279
C  0.726  1.801  -1.999
C  1.406  1.152  -0.811
C  0.434  0.356  -0.001
H  2.305  0.947  -3.157
H  2.046  2.742  -3.556
H  1.085  1.370  -4.034
H  -0.210  1.334  -2.114
H  0.401  2.748  -1.689
H  2.110  1.842  -0.217
H  2.100  0.396  -1.258
H  -0.117  1.114  0.628
H  0.935  -0.058  0.839
H  -0.107  -0.495  -0.389
O  -2.456  -0.705  7.062
H  -1.600  -1.185  6.920
H  -2.553  -0.063  6.341
O  -2.490  -4.796  0.023
H  -3.025  -5.548  -0.306
H  -2.600  -4.783  0.996



(4)
Below is C31H43N4O4PdS3SeSi as an isolated structure, with properties calculated with ωB97M-V with the def2-TZVPD basis set.

Properties
HOMO energy (alpha / beta)	-3.496 / -4.899	eV
lowest unoccupied orbital energy (alpha / beta)	2.1 / 2.1	eV
multiplicity	3
net charge	-1
energy above the lowest of the compared OMol25 structures with the same formula, charge and spin	0.628	eV
electronic energy	-5740.45887	Eh

CARTESIAN COORDINATES (ANGSTROEM)
Pd  0.323  -0.286  -1.335
C  3.455  -0.427  -3.001
Si  2.861  -0.487  -1.171
C  3.613  -2.189  -0.482
C  3.076  -3.333  -1.344
C  5.144  -2.249  -0.547
C  3.157  -2.437  0.959
C  3.816  1.039  -0.310
C  5.340  0.872  -0.293
C  3.525  2.304  -1.111
C  3.331  1.244  1.126
H  4.546  -0.440  -3.084
H  3.074  0.479  -3.472
H  3.050  -1.278  -3.551
H  3.382  -3.233  -2.387
H  1.992  -3.370  -1.306
H  3.457  -4.291  -0.967
H  5.515  -1.947  -1.530
H  5.474  -3.280  -0.367
H  5.611  -1.618  0.207
H  2.069  -2.399  1.016
H  3.571  -1.698  1.652
H  3.484  -3.430  1.294
H  5.721  0.562  -1.269
H  5.655  0.143  0.452
H  5.811  1.830  -0.036
H  3.940  2.242  -2.120
H  3.968  3.178  -0.614
H  2.462  2.475  -1.203
H  3.570  0.379  1.750
H  2.252  1.400  1.167
H  3.820  2.123  1.568
C  -2.613  -1.330  1.981
C  -1.853  -0.025  1.835
S  -0.062  -0.246  1.496
O  0.014  -1.520  0.695
C  0.494  -0.678  3.206
C  0.428  -2.160  3.536
H  -3.677  -1.181  1.778
H  -2.520  -1.739  2.987
H  -2.226  -2.058  1.265
H  -1.919  0.632  2.700
H  -2.189  0.527  0.962
H  -0.102  -0.065  3.882
H  1.523  -0.314  3.228
H  -0.533  -2.588  3.262
H  0.582  -2.309  4.606
H  1.195  -2.708  2.991
O  -0.268  2.666  1.531
C  -0.114  2.776  0.318
N  -0.282  1.798  -0.623
S  -0.112  2.377  -2.133
O  -1.367  2.560  -2.818
O  0.863  1.594  -2.861
C  0.405  4.025  -1.660
C  0.666  5.150  -2.410
C  0.806  6.361  -1.743
C  0.681  6.424  -0.358
C  0.411  5.285  0.384
C  0.263  4.083  -0.288
H  0.746  5.087  -3.488
H  1.001  7.264  -2.307
H  0.785  7.380  0.140
H  0.304  5.305  1.460
S  -6.907  -1.078  -1.148
C  -5.154  -0.820  -1.415
C  -4.587  0.426  -1.204
C  -3.211  0.554  -1.320
N  -2.394  -0.454  -1.632
C  -2.963  -1.634  -1.874
C  -4.328  -1.868  -1.780
C  -6.770  -1.418  0.604
C  -6.626  -2.723  1.056
C  -6.481  -2.934  2.418
N  -6.475  -1.957  3.322
C  -6.616  -0.712  2.874
C  -6.769  -0.388  1.535
H  -5.195  1.280  -0.938
H  -2.761  1.515  -1.144
H  -2.303  -2.445  -2.144
H  -4.727  -2.854  -1.973
H  -6.626  -3.548  0.358
H  -6.359  -3.938  2.812
H  -6.605  0.062  3.633
H  -6.885  0.641  1.222
Se  -0.678  -4.762  -1.798
C  -0.160  -3.137  -2.197
N  0.187  -2.062  -2.512



(5)
Below is a 6-piece molecular cluster, CH14O6 overall, with properties calculated with ωB97M-V with the def2-TZVPD basis set.

Properties
SMILES	CO.O.O.O.O.O
HOMO energy	-10.174	eV
lowest unoccupied orbital energy	0.6	eV
energy above the lowest of the compared OMol25 structures with the same formula, charge and spin	0.341	eV
electronic energy	-497.92834	Eh

CARTESIAN COORDINATES (ANGSTROEM)
C  -0.159  -0.335  -1.976
O  -0.677  0.547  -0.978
H  -0.486  0.067  -2.965
H  0.906  -0.400  -1.796
H  -0.623  -1.320  -1.950
H  -1.563  0.188  -0.742
O  -1.007  -2.167  1.689
H  -0.975  -1.971  2.619
H  -0.087  -2.298  1.426
O  1.931  -1.743  1.039
H  2.131  -1.000  0.473
H  2.517  -2.468  0.801
O  2.410  1.444  0.770
H  2.818  2.310  0.851
H  1.557  1.596  0.339
O  -2.846  -0.838  0.079
H  -2.387  -1.421  0.707
H  -3.328  -0.195  0.623
O  0.322  3.411  -0.351
H  -0.334  3.944  0.100
H  -0.121  2.649  -0.756



(6)
Below is C6H15NO in the gas phase, with properties calculated with ωB97M-V with the def2-TZVPD basis set.

Properties
SMILES	CC(C)NCCCO
HOMO energy	-8.585	eV
lowest unoccupied orbital energy	0.9	eV
energy above the lowest of the compared OMol25 structures with the same formula, charge and spin	1.823	eV
electronic energy	-367.56430	Eh

CARTESIAN COORDINATES (ANGSTROEM)
C  -1.943  -0.251  -1.602
C  -0.613  0.478  -1.369
C  -0.611  1.832  -2.072
N  -0.292  0.631  0.040
C  1.101  0.400  0.440
C  1.352  -0.967  1.039
C  0.591  -1.108  2.396
O  1.387  -1.188  3.571
H  -2.447  -0.473  -0.668
H  -2.628  0.314  -2.229
H  -1.781  -1.223  -2.074
H  0.170  -0.021  -1.933
H  0.327  2.373  -1.937
H  -1.353  2.580  -1.783
H  -0.632  1.721  -3.158
H  -0.963  0.174  0.637
H  1.356  1.199  1.132
H  1.703  0.553  -0.456
H  0.922  -1.752  0.421
H  2.374  -1.241  1.298
H  -0.078  -1.979  2.383
H  -0.032  -0.227  2.521
H  2.089  -1.823  3.402